# 1
# C5H23N2O6

6 unconnected molecules or ions with the total composition C5H23N2O6 in a non-equilibrium geometry (ωB97M-V/def2-TZVPD, the Open Molecules 2025 dataset).

ORCA input file:
```
! RIJCOSX wB97M-V def2-TZVPD def2/J DEFGRID3
* xyz -1 1
C -2.11631 1.45973 -0.56431
N -0.69876 1.12929 -0.76355
C -0.23456 -0.08475 0.11530
C 0.11185 -1.18384 -0.96195
C 0.28435 -2.53590 -0.37701
O 1.22994 -2.61507 0.57205
C 0.98028 0.43687 0.91773
N 1.93254 1.30999 0.08515
H -2.23527 1.74237 0.51164
H -2.33803 2.22886 -1.30014
H -2.84970 0.68059 -0.94231
H -0.20837 1.96010 -0.50462
H 0.85576 -2.25054 1.58943
H -0.73808 -1.51629 -1.72137
H 0.94823 -0.82665 -1.57053
H 0.49245 -3.17123 -1.21101
H -0.57043 -2.98052 -0.04845
H 1.51157 -0.34331 1.28493
H 0.50401 1.18389 1.51799
H 1.42596 1.96866 -0.68572
H 2.58274 0.72844 -0.42118
H 0.41728 -0.16594 3.36043
H 0.63368 1.50153 3.55023
O 0.09851 0.76979 3.80025
H -1.42064 0.44153 2.37963
H -1.70453 1.44629 3.38762
O -2.13348 1.10579 2.53242
H -1.03749 -0.41372 0.80988
H 0.96364 -2.14419 3.37813
O 0.68478 -1.55103 2.71327
H -1.06479 0.02034 -3.32961
H -0.10669 0.33140 -4.31097
O -0.84052 -0.24268 -4.22747
H 2.04389 0.00995 -3.40139
H 1.04376 0.73430 -2.61443
O 1.55247 0.83596 -3.55008
*
```

Calculated values
E_LUMO: 0.11826 hartree
energy above the lowest of the compared OMol25 structures with the same formula, charge and spin: 340.7 kJ/mol
largest force on an atom: 5.7 eV/A
HOMO energy: -5.305 eV
DFT total energy: -765.19601 hartree



# 2
# C15H29NbO5P

A molecular structure, C15H29NbO5P in a non-equilibrium geometry (ωB97M-V/def2-TZVPD, the Open Molecules 2025 dataset).

ORCA input file:
```
! RIJCOSX wB97M-V def2-TZVPD def2/J DEFGRID3
* xyz -1 1
O 7.45952 -3.71872 3.33740
P 6.45470 -2.64632 3.27831
O 6.09180 -2.09203 4.77358
O 7.10258 -1.32661 2.58152
Nb 4.22835 -3.25526 2.01939
C 2.04973 -3.47148 1.42103
C 1.14595 -2.75152 2.37771
C 0.76646 -1.43493 2.14468
C -0.05889 -0.77136 3.02445
C -0.51937 -1.41629 4.16231
C -0.15287 -2.72169 4.40860
C 0.67095 -3.38881 3.52365
H 5.16316 -2.31058 4.89649
H 6.39845 -0.66889 2.57237
H 4.87125 -4.84833 1.36007
H 3.95847 -4.07688 3.66130
H 3.79700 -1.58598 2.67176
H 4.91216 -2.48271 0.49924
H 1.91220 -3.05034 0.42813
H 1.78583 -4.52423 1.41587
H 1.15355 -0.94603 1.26986
H -0.32809 0.24721 2.81695
H -1.15963 -0.88393 4.84282
H -0.49317 -3.23651 5.28802
H 0.98792 -4.40050 3.69482
C -2.39847 2.11194 -0.85428
C -3.75874 1.44264 -0.68663
C -3.37735 0.15445 0.03332
O -2.23123 0.45968 0.82577
C -1.70675 1.73235 0.44845
H -2.45520 3.18793 -1.00843
H -1.87026 1.67579 -1.70449
H -4.40313 2.05509 -0.05113
H -4.27784 1.26599 -1.62750
H -3.10970 -0.63386 -0.67931
H -4.16846 -0.22259 0.68284
H -1.93136 2.45418 1.24292
H -0.62310 1.65520 0.34897
C -1.72716 4.10977 -5.71950
C -2.50465 2.92806 -6.29446
C -2.94681 2.20778 -5.02770
O -3.11666 3.21716 -4.03034
C -2.55191 4.44769 -4.48477
H -1.63251 4.94999 -6.40553
H -0.72397 3.79215 -5.42798
H -3.37492 3.28513 -6.84990
H -1.91565 2.29424 -6.95513
H -2.18287 1.50142 -4.68520
H -3.88619 1.66774 -5.15042
H -3.36668 5.13901 -4.72795
H -1.95647 4.88382 -3.68195
*
```

Calculated values
E_LUMO: 0.07438 hartree
largest force on an atom: 2.8 eV/A
HOMO energy: -4.530 eV
DFT total energy: -1363.36232 hartree